2 unconnected molecules or ions with the total composition C2H6N2O2 at a distorted geometry. Source: OMol25; level of theory: the ωB97M-V functional and the def2-TZVPD basis.

Computed properties:
ΔE to the lowest compared entry with this formula, charge and spin in eV: 0.8104
Calculated total energy in hartree: -339.8029
F_max in eV Å⁻¹: 4.7

Each atom is followed by the atoms it is bonded to, with distances in Å.
Positions of all 12 atoms, in Å:
1 O 4.23 -1.15 -3.03  C2 1.219
2 C 3.39 -1.49 -3.85  O1 1.219, N3 1.279, H4 1.117
3 N 3.64 -1.98 -5.01  C2 1.279, H5 1.023, H6 1.023
4 H 2.33 -1.67 -3.57  C2 1.117
5 H 4.61 -1.87 -5.31  N3 1.023
6 H 2.91 -2.15 -5.70  N3 1.023
7 O 4.38 -1.79 1.21  C8 1.211
8 C 4.20 -0.65 0.82  O7 1.211, N9 1.315, H10 1.117
9 N 4.80 0.45 1.23  C8 1.315, H11 1.023, H12 1.023
10 H 3.46 -0.33 0.05  C8 1.117
11 H 5.55 0.28 1.91  N9 1.023
12 H 4.59 1.40 0.91  N9 1.023

---

C2H6N2O2 in the gas phase at a distorted geometry. Source: OMol25; level of theory: the ωB97M-V functional and the def2-TZVPD basis.

Computed properties:
ΔE to the lowest compared entry with this formula, charge and spin in eV: 2.3851
Calculated total energy in hartree: -339.7450
F_max in eV Å⁻¹: 3.5

Each atom is followed by the atoms it is bonded to, with distances in Å.
Positions of all 12 atoms, in Å:
1 C 2.07 0.31 -0.12  N2 1.446, H10 1.097, H11 1.100, H12 1.097
2 N 0.76 0.65 -0.63  C1 1.446, O5 1.526, H7 1.175
3 C -1.22 -0.14 0.29  N4 1.350, O5 1.352, O6 1.252
4 N -2.29 -0.96 0.10  C3 1.350, H8 1.009, H9 1.008
5 O -0.10 -0.57 -0.34  N2 1.526, C3 1.352
6 O -1.35 1.03 0.70  C3 1.252
7 H 0.19 1.37 0.11  N2 1.175
8 H -3.21 -0.58 0.26  N4 1.009
9 H -2.16 -1.83 -0.37  N4 1.008
10 H 2.46 -0.61 -0.57  C1 1.097
11 H 2.09 0.21 0.98  C1 1.100
12 H 2.76 1.12 -0.40  C1 1.097

---

2 unconnected molecules or ions with the total composition C2H6N2O2 at a distorted geometry. Source: OMol25; level of theory: the ωB97M-V functional and the def2-TZVPD basis.

Computed properties:
ΔE to the lowest compared entry with this formula, charge and spin in eV: 0.6835
Calculated total energy in hartree: -339.8075
F_max in eV Å⁻¹: 3.1

Each atom is followed by the atoms it is bonded to, with distances in Å.
Positions of all 12 atoms, in Å:
1 O -2.94 1.62 0.84  C2 1.224
2 C -1.82 1.21 1.11  O1 1.224, N3 1.317, H4 1.117
3 N -1.31 0.08 0.65  C2 1.317, H5 1.023, H6 1.023
4 H -1.10 1.75 1.77  C2 1.117
5 H -1.81 -0.49 -0.03  N3 1.023
6 H -0.32 -0.09 0.84  N3 1.023
7 O 0.80 -0.81 -2.30  C8 1.225
8 C 1.29 -1.17 -1.23  O7 1.225, N9 1.317, H10 1.117
9 N 1.81 -0.23 -0.47  C8 1.317, H11 1.023, H12 1.023
10 H 1.40 -2.20 -0.81  C8 1.117
11 H 1.85 0.72 -0.86  N9 1.023
12 H 2.14 -0.40 0.49  N9 1.023

---

2 unconnected molecules or ions with the total composition C2H6N2O2. Source: OMol25; level of theory: the ωB97M-V functional and the def2-TZVPD basis.

Computed properties:
ΔE to the lowest compared entry with this formula, charge and spin in eV: 0.9471
Calculated total energy in hartree: -339.7978
F_max in eV Å⁻¹: 0.9

Each atom is followed by the atoms it is bonded to, with distances in Å.
Positions of all 12 atoms, in Å:
1 N 1.73 1.14 -0.29  C2 1.373, H5 1.004, H6 1.005
2 C 0.58 1.22 0.46  N1 1.373, O3 1.348, O4 1.205
3 O -0.52 0.71 -0.13  C2 1.348, H7 0.976
4 O 0.56 1.75 1.53  C2 1.205
5 H 2.59 1.26 0.22  N1 1.004
6 H 1.77 0.59 -1.13  N1 1.005
7 H -0.31 -0.21 -0.41  O3 0.976
8 C -1.80 -2.40 -0.82  N9 1.269, H10 1.086, H11 1.088
9 N -0.60 -2.07 -0.60  C8 1.269, H12 1.022
10 H -2.32 -1.90 -1.63  C8 1.086
11 H -2.37 -3.08 -0.19  C8 1.088
12 H -0.23 -2.69 0.12  N9 1.022

---

2 unconnected molecules or ions with the total composition C2H6N2O2S at a distorted geometry. Source: OMol25; level of theory: the ωB97M-V functional and the def2-TZVPD basis.

Computed properties:
ΔE to the lowest compared entry with this formula, charge and spin in eV: 4.8779
Calculated total energy in hartree: -737.8238
F_max in eV Å⁻¹: 5.2

Each atom is followed by the atoms it is bonded to, with distances in Å.
Positions of all 13 atoms, in Å:
1 C -0.10 -0.57 0.46  C2 1.519, N3 1.450, H8 1.102, H9 1.093
2 C 0.10 -0.58 -1.04  C1 1.519, N4 1.478, S7 1.785
3 N 0.45 0.66 0.98  C1 1.450, H11 1.012, H12 1.014
4 N 1.55 -0.60 -1.36  C2 1.478, O5 1.202, O6 1.207
5 O 2.18 -1.49 -0.87  N4 1.202
6 O 1.99 0.26 -2.09  N4 1.207
7 S -0.83 0.64 -1.96  C2 1.785, H13 1.337
8 H -1.18 -0.71 0.66  C1 1.102
9 H 0.45 -1.41 0.89  C1 1.093
10 H -0.32 -1.98 -1.48  no bonds
11 H 0.52 0.63 1.99  N3 1.012
12 H -0.12 1.46 0.72  N3 1.014
13 H 0.27 1.20 -2.47  S7 1.337

---

C2H6N2O2S in the gas phase at a distorted geometry. Source: OMol25; level of theory: the ωB97M-V functional and the def2-TZVPD basis.

Computed properties:
ΔE to the lowest compared entry with this formula, charge and spin in eV: 3.9550
Calculated total energy in hartree: -737.8577
F_max in eV Å⁻¹: 3.9

Each atom is followed by the atoms it is bonded to, with distances in Å.
Positions of all 13 atoms, in Å:
1 C 1.63 1.15 -0.39  C2 1.310, H8 1.098, H9 1.168
2 C 0.70 1.60 0.40  C1 1.310, S7 2.024, H10 1.073
3 N -0.60 -2.27 0.02  N4 1.368, H11 1.016, H12 1.004
4 N -0.66 -1.08 0.70  N3 1.368, S7 1.735, H13 0.996
5 O -2.05 1.21 0.64  S7 1.477
6 O -0.93 0.31 -1.40  S7 1.412
7 S -0.94 0.48 0.00  C2 2.024, N4 1.735, O5 1.477, O6 1.412
8 H 2.60 1.62 -0.64  C1 1.098
9 H 1.64 0.06 -0.80  C1 1.168
10 H 0.43 2.51 0.91  C2 1.073
11 H 0.36 -2.48 -0.24  N3 1.016
12 H -1.12 -2.11 -0.82  N3 1.004
13 H -1.06 -1.00 1.61  N4 0.996

---

C2H6N2O2S in the gas phase at a distorted geometry. Source: OMol25; level of theory: the ωB97M-V functional and the def2-TZVPD basis.

Computed properties:
ΔE to the lowest compared entry with this formula, charge and spin in eV: 5.1953
Calculated total energy in hartree: -737.8121
F_max in eV Å⁻¹: 3.8

Each atom is followed by the atoms it is bonded to, with distances in Å.
Positions of all 13 atoms, in Å:
1 C -0.61 0.77 0.91  N4 1.453, H8 1.086, H9 1.225, H10 1.134
2 C -1.31 -0.56 -1.03  N4 1.434, H11 1.052, H12 1.156, H13 1.120
3 N 1.09 -0.58 -0.54  N4 1.745, S7 1.495
4 N -0.50 -0.47 0.15  C1 1.453, C2 1.434, N3 1.745
5 O 3.50 -0.10 -0.50  S7 1.420
6 O 2.33 -0.10 1.66  S7 1.416
7 S 2.33 -0.36 0.26  N3 1.495, O5 1.420, O6 1.416
8 H 0.38 0.82 1.34  C1 1.086
9 H -0.80 1.75 0.20  C1 1.225
10 H -1.58 0.60 1.48  C1 1.134
11 H -1.23 -1.44 -1.60  C2 1.052
12 H -2.37 -0.65 -0.58  C2 1.156
13 H -1.23 0.32 -1.73  C2 1.120

---

3 unconnected molecules or ions with the total composition C2H6N2O2S at a distorted geometry. Source: OMol25; level of theory: the ωB97M-V functional and the def2-TZVPD basis.

Computed properties:
ΔE to the lowest compared entry with this formula, charge and spin in eV: 4.7624
Calculated total energy in hartree: -737.8281
F_max in eV Å⁻¹: 3.5

Each atom is followed by the atoms it is bonded to, with distances in Å.
Positions of all 13 atoms, in Å:
1 C 3.83 -0.15 -1.86  C2 1.427, N4 1.251, O6 1.344
2 C 2.56 -0.73 -2.14  C1 1.427, O6 1.467, H8 1.007, H9 1.102
3 N -4.25 -0.82 0.81  S7 1.535, H10 0.993
4 N 4.43 0.95 -1.84  C1 1.251, H13 1.002
5 O -3.94 1.43 2.69  H11 0.955, H12 0.911
6 O 3.56 -1.30 -1.22  C1 1.344, C2 1.467
7 S -4.09 -1.89 1.90  N3 1.535
8 H 1.80 -0.39 -1.58  C2 1.007
9 H 2.38 -1.26 -3.09  C2 1.102
10 H -3.81 0.02 1.09  N3 0.993
11 H -3.39 2.10 3.09  O5 0.955
12 H -4.32 1.02 3.40  O5 0.911
13 H 5.24 1.01 -1.26  N4 1.002

---

2 unconnected molecules or ions with the total composition C2H6N2O2S at a distorted geometry. Source: OMol25; level of theory: the ωB97M-V functional and the def2-TZVPD basis.

Computed properties:
ΔE to the lowest compared entry with this formula, charge and spin in eV: 0.0000
Calculated total energy in hartree: -738.0031
F_max in eV Å⁻¹: 3.5

Each atom is followed by the atoms it is bonded to, with distances in Å.
Positions of all 13 atoms, in Å:
1 C 1.62 -0.08 -0.02  N3 1.322, O5 1.335, O6 1.239
2 C -2.33 0.06 -0.36  N4 1.350, S7 1.637, H8 1.137
3 N 0.89 -1.19 0.08  C1 1.322, H9 1.028, H10 0.969
4 N -1.63 0.97 0.34  C2 1.350, H11 1.000, H12 0.981
5 O 2.92 -0.35 -0.09  C1 1.335, H13 0.961
6 O 1.19 1.07 -0.19  C1 1.239
7 S -3.89 -0.37 -0.11  C2 1.637
8 H -1.54 -0.38 -1.06  C2 1.137
9 H -0.10 -0.93 0.05  N3 1.028
10 H 1.46 -1.95 0.27  N3 0.969
11 H -2.27 1.45 0.95  N4 1.000
12 H -0.70 1.15 0.10  N4 0.981
13 H 3.48 0.41 -0.28  O5 0.961

---

2 unconnected molecules or ions with the total composition C2H6N2O3 at a distorted geometry. Source: OMol25; level of theory: the ωB97M-V functional and the def2-TZVPD basis.

Computed properties:
ΔE to the lowest compared entry with this formula, charge and spin in eV: 6.6180
Calculated total energy in hartree: -414.8524
F_max in eV Å⁻¹: 4.0

Each atom is followed by the atoms it is bonded to, with distances in Å.
Positions of all 13 atoms, in Å:
1 C 2.00 -0.53 0.22  N3 1.255, H8 1.095, H9 1.029
2 C -1.45 1.00 0.15  N4 1.273, O7 1.330, H11 1.033
3 N 2.19 0.48 -0.50  C1 1.255, H12 1.106
4 N -1.44 -0.25 -0.12  C2 1.273, O5 1.498, O6 1.200
5 O -2.72 -0.92 0.27  N4 1.498, H10 1.044
6 O -0.53 -0.97 -0.41  N4 1.200
7 O -0.44 1.79 -0.19  C2 1.330, H13 1.077
8 H 2.61 -1.43 0.06  C1 1.095
9 H 1.28 -0.40 0.94  C1 1.029
10 H -2.57 -1.91 0.55  O5 1.044
11 H -2.26 1.50 0.56  C2 1.033
12 H 2.85 0.41 -1.38  N3 1.106
13 H 0.48 1.23 -0.15  O7 1.077

---

2 unconnected molecules or ions with the total composition C2H6N2O3 at a distorted geometry. Source: OMol25; level of theory: the ωB97M-V functional and the def2-TZVPD basis.

Computed properties:
ΔE to the lowest compared entry with this formula, charge and spin in eV: 6.2426
Calculated total energy in hartree: -414.8662
F_max in eV Å⁻¹: 4.1

Each atom is followed by the atoms it is bonded to, with distances in Å.
Positions of all 13 atoms, in Å:
1 C -1.70 -0.79 -0.22  C2 1.479, H8 1.030, H9 1.045, H10 1.190
2 C -0.78 0.16 0.44  C1 1.479, N3 1.291, H11 1.115
3 N -0.42 1.35 0.08  C2 1.291, H12 1.068, H13 1.047
4 N 2.31 -0.15 -0.10  O5 1.289, O6 1.199, O7 1.253
5 O 2.05 0.98 0.45  N4 1.289
6 O 3.45 -0.52 -0.19  N4 1.199
7 O 1.35 -0.84 -0.50  N4 1.253
8 H -1.97 -0.54 -1.18  C1 1.030
9 H -2.53 -0.98 0.39  C1 1.045
10 H -1.11 -1.81 -0.22  C1 1.190
11 H -0.29 -0.10 1.41  C2 1.115
12 H -0.92 1.75 -0.77  N3 1.068
13 H 0.56 1.51 0.41  N3 1.047

---

A gas-phase ion, C2H6N2O3P (charge -1) at a distorted geometry. Source: OMol25; level of theory: the ωB97M-V functional and the def2-TZVPD basis.

Computed properties:
Charge: -1
ΔE to the lowest compared entry with this formula, charge and spin in eV: 1.4756
Calculated total energy in hartree: -756.5203
F_max in eV Å⁻¹: 4.3

Each atom is followed by the atoms it is bonded to, with distances in Å.
Positions of all 14 atoms, in Å:
1 C 0.67 -0.21 -0.24  C2 1.495, N3 1.260, O6 1.256
2 C 1.87 0.54 -0.71  C1 1.495, H9 1.115, H10 1.232, H11 1.139
3 N 0.63 -1.28 0.42  C1 1.260, H12 1.077
4 N -1.80 0.45 1.73  P8 1.594, H14 0.968
5 O -1.96 -1.44 -0.05  P8 1.608, H13 0.970
6 O -0.33 0.47 -0.60  C1 1.256, P8 1.751
7 O -2.72 0.92 -0.77  P8 1.479
8 P -1.87 0.15 0.16  N4 1.594, O5 1.608, O6 1.751, O7 1.479
9 H 1.80 1.61 -0.40  C2 1.115
10 H 2.15 0.46 -1.91  C2 1.232
11 H 2.85 0.21 -0.24  C2 1.139
12 H 1.62 -1.67 0.58  N3 1.077
13 H -1.11 -1.64 0.37  O5 0.970
14 H -1.81 1.42 1.66  N4 0.968